# C46H50AsN4O3PtS3

C46H50AsN4O3PtS3 as an isolated structure at a distorted geometry (wB97M-V/def2-TZVPD, the OMol25 dataset).

Computed properties:
- Calculated total energy: -5777.3741 hartree
- Multiplicity: 3
- Net charge: -1
- HOMO (spin up / spin down): -3.89 / -4.32 eV

Last column: Löwdin spin population.
Cartesian coordinates (Å):
Pt: -1.0145 1.5402 -0.6124  1.27
As: 0.5050 -1.4152 -0.1317  0.01
S: -1.6310 3.3212 -2.3273  0.12
S: -5.4750 2.5320 -0.5675  0.01
S: 1.0958 2.6752 -0.2973  0.10
O: 0.2125 9.7678 -1.5653  0.00
O: -0.6704 0.5308 1.5365  0.06
O: -0.9547 9.4790 0.2965  0.01
N: 3.2038 1.8070 1.0028  0.02
N: 1.2769 1.5681 2.1613  0.01
N: -0.6699 -0.5362 -1.2136  0.14
N: -3.2854 1.2248 -0.3298  0.05
C: -0.4418 1.2827 3.7620  0.00
C: -2.7695 -0.5723 -4.2045  0.00
C: -1.8088 1.2439 4.0197  0.00
C: 2.5988 -2.6329 -3.5756  0.00
C: -3.8552 2.3413 0.0029  0.02
C: -1.7215 -2.7922 1.4408  0.00
C: -0.0261 1.5313 6.1180  0.00
C: 2.2900 -0.4902 -2.3903  0.00
C: 0.0015 -4.6053 2.6082  0.00
C: 3.8779 -0.1654 2.2986  0.00
C: -0.0577 6.9893 -2.2074  0.00
C: -1.7041 5.4493 -0.6122  0.02
C: 4.6083 3.4925 -0.1175  0.00
C: 1.6563 -4.6685 -2.8372  0.00
C: -1.4524 6.7512 -0.2664  0.00
C: 1.9963 -3.4989 1.6224  0.00
C: -0.3632 -2.7246 1.1276  0.00
C: -0.4852 8.9774 -0.6992  0.00
C: -5.3570 0.9591 -1.2583  0.00
C: 0.1476 -4.9288 -0.9489  0.00
C: 0.4454 1.4309 4.8229  0.00
C: -3.1004 -1.9174 -4.3121  0.00
C: -0.6400 7.5669 -1.0682  0.02
C: 0.5078 -3.6031 1.7962  0.00
C: -4.1291 0.4306 -1.0385  0.00
C: 3.9790 2.1040 -0.1739  0.00
C: -2.2048 -3.8125 2.2570  0.00
C: 1.0171 -4.0197 -1.7805  0.00
C: 3.1454 -4.7158 -4.8681  0.00
C: 2.0118 -1.9619 -2.5152  0.00
C: -1.8994 -5.9347 3.5764  0.00
C: 1.8563 1.8851 1.0288  0.03
C: -1.3892 1.4987 6.3683  0.00
C: 1.2044 -2.6478 -1.5878  0.01
C: 3.9104 1.3546 2.1790  0.00
C: -1.1683 4.8894 -1.7812  0.02
C: -2.6029 -2.8016 -3.3685  0.00
C: -1.3646 -4.7609 2.8079  0.00
C: 2.4552 -4.0017 -3.7423  0.00
C: -2.7096 -1.8024 0.9077  0.00
C: -1.4430 -1.0070 -2.2103  0.02
C: -1.9397 -0.1287 -3.2020  0.00
C: -2.2784 1.3612 5.3143  0.00
C: 0.0455 1.1334 2.3667  0.01
C: -1.8134 -2.3603 -2.3311  0.01
C: -0.3216 5.6892 -2.5618  0.02
H: -3.7374 -2.2677 -5.1124  0.00
H: 0.5307 9.2509 -2.3162  0.00
H: 0.1230 5.2760 -3.4551  0.00
H: 2.9437 -5.7835 -4.8333  0.00
H: 2.7126 -0.1001 -3.3129  0.00
H: -3.2696 -3.8680 2.4525  0.00
H: -1.5305 -5.9355 4.6010  0.00
H: 0.6782 1.6351 6.9343  0.00
H: 0.6150 7.5589 -2.8407  0.00
H: 4.7550 1.3381 -0.2813  0.00
H: 3.8239 4.2410 -0.0399  0.00
H: 1.5043 1.4479 4.6161  0.00
H: 3.3050 2.0581 -1.0296  0.00
H: -0.3860 -5.6078 -1.6149  0.00
H: 4.3692 -0.6222 1.4414  0.00
H: 2.2730 -3.4921 0.5669  0.00
H: 2.8097 -4.3373 -5.8331  0.00
H: -0.5824 -4.4031 -0.3444  0.00
H: -3.4785 -1.6072 1.6543  0.00
H: 0.7592 -5.5386 -0.2798  0.00
H: 1.5005 -5.7340 -2.9521  0.00
H: 5.2696 3.5846 0.7423  0.00
H: -1.9030 7.1829 0.6179  0.00
H: -6.1867 0.5241 -1.7794  0.00
H: 4.2234 -4.5659 -4.8070  0.00
H: -3.3428 1.3458 5.5051  0.00
H: -1.6627 0.9181 -3.1473  0.00
H: 3.4304 1.8017 3.0548  0.00
H: -3.2006 -2.1869 0.0123  0.00
H: 0.6811 -5.2964 3.0936  0.00
H: 4.9386 1.7174 2.1058  0.00
H: -3.1666 0.1357 -4.9201  0.00
H: 3.0015 -0.3145 -1.5790  0.00
H: 2.3522 -2.5672 2.0628  0.00
H: 4.3704 -0.4914 3.2119  0.00
H: 3.1831 -2.0758 -4.2959  0.00
H: -3.3915 3.1099 0.5888  0.00
H: 2.5005 -4.3280 2.1159  0.00
H: -2.3465 4.8394 0.0058  0.00
H: -2.2128 -0.8665 0.6712  0.00
H: -1.4758 -3.0576 -1.5836  0.00
H: -1.5768 -6.8608 3.1009  0.00
H: -2.4914 1.1190 3.1929  0.00
H: 1.3767 0.0660 -2.1674  0.00
H: 2.8362 -0.4810 2.3146  0.00
H: 5.1755 3.6727 -1.0269  0.00
H: -3.8028 -0.5331 -1.3821  0.00
H: -2.9864 -5.9227 3.5967  0.00
H: -1.7509 1.5693 7.3862  0.00
H: -2.8617 -3.8521 -3.4308  0.00

Forces on atoms 1 to 3 (eV/Å):
Pt 0.687 0.380 0.390
As 0.483 -0.555 -0.235
S -0.169 -0.958 -0.294

# C46H50BBr2N10ORu

C46H50BBr2N10ORu as an isolated structure at a distorted geometry (wB97M-V/def2-TZVPD, the OMol25 dataset).

Computed properties:
- Calculated total energy: -7672.8394 hartree
- Multiplicity: 6
- Net charge: +2
- HOMO (spin up / spin down): -10.92 / -11.14 eV

Last column: Löwdin spin population.
Cartesian coordinates (Å):
Ru: -11.5533 -17.2080 -1.1652  3.05
Br: -11.9261 -20.1057 -4.9451  0.01
Br: -8.1407 -17.5975 -8.0893  0.01
O: -11.1355 -17.9215 -2.9834  0.17
N: -12.7903 -17.4828 0.4025  0.09
N: -10.8464 -20.2944 -0.0450  0.02
N: -10.1604 -16.1048 1.2872  0.02
N: -12.0516 -23.0769 3.0216  0.00
N: -12.2609 -15.3690 -1.1626  0.06
N: -9.8855 -16.8936 0.1482  0.08
N: -9.6285 -15.6594 -3.3450  0.02
N: -12.5801 -16.7217 1.5675  0.01
N: -11.8718 -14.6899 0.0252  0.17
N: -10.9457 -22.8721 -1.1739  0.00
C: -9.0199 -21.8827 0.0574  0.00
C: -10.5675 -17.6821 -4.1347  0.00
C: -11.6492 -13.2996 -1.7019  0.25
C: -7.8099 -18.2924 -0.3550  0.00
C: -8.1672 -15.3126 -5.7720  0.01
C: -14.4270 -16.1532 -4.6379  0.02
C: -13.6431 -16.8882 2.3810  0.03
C: -11.4621 -13.4727 -0.2939  0.03
C: -8.1377 -14.3738 -4.7918  0.00
C: -15.8988 -21.0765 -0.2625  0.00
C: -14.9884 -21.6956 -1.1456  0.00
C: -8.5820 -17.5527 1.8625  0.01
C: -10.7814 -18.6388 -5.1786  0.03
C: -9.1675 -15.5497 3.5006  0.00
C: -13.6874 -16.3853 3.7854  0.01
C: -5.5457 -19.0431 -1.8774  0.00
C: -13.7069 -14.0265 -5.4970  0.01
C: -8.5405 -13.7104 -2.3945  0.01
C: -13.8374 -19.6112 -1.5117  0.02
C: -14.0434 -18.0346 0.4819  0.04
C: -6.5709 -18.2796 -2.4452  0.00
C: -9.3076 -16.4498 2.2843  0.01
C: -10.5119 -21.3928 2.1390  0.00
C: -8.8189 -14.6053 -3.5825  0.01
C: -9.7557 -16.5270 -4.3465  0.01
C: -10.0534 -18.5650 -6.3752  -0.01
C: -9.0262 -16.4229 -5.5842  0.00
C: -9.2401 -17.4182 -6.5556  0.04
C: -11.2842 -22.6830 1.7383  0.00
C: -9.8545 -20.8772 0.8508  0.00
C: -5.5918 -19.3197 -0.5332  0.00
C: -10.9056 -12.5700 0.7498  0.00
C: -9.8149 -23.2259 -0.1475  0.00
C: -13.0070 -14.7916 -3.3067  0.12
C: -14.0384 -20.9414 -1.8714  0.00
C: -13.0494 -13.8250 -4.3535  0.08
C: -15.7073 -19.7649 0.0659  0.00
C: -12.1862 -14.5214 -2.1971  0.12
C: -14.5905 -19.0982 -0.4290  0.00
C: -14.2577 -15.3164 -5.7242  0.20
C: -10.3416 -23.7252 1.1982  0.00
C: -7.6949 -17.9198 -1.7075  0.00
C: -13.8134 -15.9631 -3.4094  0.10
C: -14.6005 -17.7040 1.7348  0.01
C: -6.7687 -19.1079 0.1977  0.00
C: -8.8534 -17.7210 0.5093  0.02
B: -11.6364 -15.4815 1.3851  0.01
H: -6.8895 -19.4745 1.2190  0.00
H: -8.1677 -22.2464 0.6913  0.00
H: -9.2803 -19.9995 1.2551  0.00
H: -11.4851 -12.4208 -2.3366  0.01
H: -10.5189 -13.0912 1.6476  0.00
H: -16.7704 -21.6115 0.0973  0.00
H: -10.8263 -19.2989 -0.2964  0.02
H: -7.6516 -15.2093 -6.7433  0.00
H: -13.4075 -21.3820 -2.6350  0.00
H: -6.5310 -17.9352 -3.4812  0.00
H: -9.1487 -14.5132 3.2296  0.00
H: -7.8914 -18.1069 2.4228  0.00
H: -14.0765 -17.1929 4.4152  0.00
H: -10.1881 -11.9662 0.2469  0.00
H: -11.0344 -20.8968 -0.8562  0.00
H: -12.9532 -19.0474 -1.8331  0.02
H: -11.8001 -12.0025 1.1340  0.00
H: -8.4937 -17.2862 -2.0613  0.00
H: -8.5909 -21.4466 -0.8887  0.00
H: -15.0094 -17.1205 -4.8052  0.00
H: -16.3521 -19.2466 0.7746  0.00
H: -12.0643 -22.5377 0.9812  0.00
H: -9.3037 -12.9877 -2.2517  0.01
H: -15.1417 -22.7315 -1.2627  0.00
H: -15.3847 -18.2009 2.3378  0.00
H: -13.6514 -13.2911 -6.3255  0.00
H: -8.4295 -14.2893 -1.4698  0.00
H: -9.8259 -21.6115 2.9408  0.00
H: -7.5838 -13.4615 -4.8640  0.00
H: -12.7856 -15.9693 4.2546  0.00
H: -10.8660 -24.7060 1.0586  0.00
H: -11.2351 -20.6571 2.5107  0.00
H: -14.0088 -16.5669 -2.5477  0.01
H: -8.2489 -15.8462 4.0614  0.00
H: -12.6605 -22.2624 3.2759  0.00
H: -11.7046 -23.5537 -1.1523  0.00
H: -14.4109 -15.5384 3.8275  0.00
H: -11.4331 -23.2685 3.8446  0.00
H: -10.1176 -19.3861 -7.1261  0.00
H: -9.4798 -23.8121 1.9097  0.00
H: -10.0706 -15.7185 4.2171  0.00
H: -14.4994 -15.7188 -6.7138  0.01
H: -12.6537 -23.9379 2.9234  0.00
H: -10.4822 -23.0857 -2.0752  0.00
H: -4.8051 -19.4332 -2.5405  0.00
H: -7.5668 -13.2154 -2.6284  0.00
H: -9.1174 -23.9638 -0.5432  0.00
H: -12.4897 -12.8834 -4.2227  0.00
H: -11.6525 -14.6923 2.3144  0.00
H: -4.7785 -19.8879 -0.0175  0.00

Forces on atoms 1 to 3 (eV/Å):
Ru 1.782 -2.346 -2.212
Br -0.115 -0.029 0.269
Br 0.193 0.535 -0.201